# C4H5F2I

2 unconnected molecules or ions with the total composition C4H5F2I in a non-equilibrium geometry (wB97M-V/def2-TZVPD, the Open Molecules 2025 dataset).

Element x y z (Å)
C  0.75415  0.46700  0.10108
C  -0.10520  -0.37673  0.70203
C  1.32764  0.49736  -2.09621
C  -1.55531  0.02285  1.13711
F  2.26878  -0.37914  -1.92712
F  0.30909  -0.12581  -2.63018
I  0.39671  -2.35757  1.16681
H  0.73010  1.54412  0.22935
H  1.77271  0.17424  -0.08130
H  -1.67164  1.10766  1.43636
H  -2.08846  -0.61833  1.74190
H  -2.13858  0.04436  0.22017

Values from the calculation:
Energy relative to the best compared isomer or geometry (same formula, charge and spin) ... 45.9 kcal/mol
Orbital gap ... 8.73 eV
E ... -17760.63935 eV
Spin multiplicity ... 1
Largest force on an atom ... 3.862 eV/Å

# C4H6N4

A single C4H6N4 molecule in a non-equilibrium geometry (wB97M-V/def2-TZVPD, the Open Molecules 2025 dataset).

Element x y z (Å)
C  -0.05297  1.21889  -2.26693
C  -0.20215  0.02785  -1.63892
N  -0.09741  -0.21461  -0.27785
C  -0.11879  -1.50677  0.31831
N  -0.04031  -1.66819  1.56989
N  -0.08414  -0.46452  2.27512
C  0.28193  0.71443  1.72380
N  0.25536  0.94395  0.47435
H  0.27066  2.07595  -1.82472
H  -0.26261  1.11502  -3.37274
H  -0.34122  -0.85253  -2.25399
H  -0.26238  -2.28173  -0.44265
H  0.14793  -0.57297  3.25580
H  0.50610  1.46524  2.46052

Values from the calculation:
Energy relative to the best compared isomer or geometry (same formula, charge and spin) ... 77.9 kcal/mol
Orbital gap ... 8.26 eV
E ... -10202.56029 eV
Spin multiplicity ... 1
Largest force on an atom ... 4.736 eV/Å
Structure (SMILES) ... C=CN1C=NNC=N1

# C14H13BrN6O2

A single C14H13BrN6O2 molecule in a non-equilibrium geometry (wB97M-V/def2-TZVPD, the Open Molecules 2025 dataset).

Element x y z (Å)
O  -0.13898  3.71506  0.28240
C  -0.15049  2.53405  0.01421
N  0.26008  1.98682  -1.13874
C  0.89219  2.75265  -2.18430
C  2.25240  2.14275  -2.54417
C  2.12508  0.74647  -3.09096
C  2.77591  0.35853  -4.25781
C  2.64238  -0.94752  -4.69926
C  1.85931  -1.82774  -3.96888
C  1.24037  -1.34954  -2.82578
N  1.37265  -0.10602  -2.39982
C  -0.67603  1.50480  0.96458
N  -1.07044  1.68590  2.18865
C  -1.44890  0.44013  2.58196
C  -1.98509  0.16486  3.94258
N  -2.16414  -1.23717  4.18459
C  -2.98315  -2.08720  3.53646
C  -2.76238  -3.32591  4.09891
Br  -3.61088  -4.93760  3.63546
C  -1.78468  -3.12228  5.08307
N  -1.43852  -1.85295  5.11083
N  -1.29815  -0.45497  1.64445
O  -0.79286  0.22277  0.58631
H  0.34005  0.97623  -1.27828
H  1.01082  3.77803  -1.82570
H  0.24623  2.75922  -3.06973
H  2.75216  2.77963  -3.27420
H  2.86758  2.11038  -1.64095
H  3.37684  1.06724  -4.80680
H  3.14073  -1.27290  -5.60068
H  1.73081  -2.85270  -4.27767
H  0.61028  -1.98328  -2.21570
H  -2.93189  0.70611  4.06150
H  -1.27926  0.54233  4.68808
H  -3.63742  -1.78024  2.74797
H  -1.34262  -3.83594  5.74745

Values from the calculation:
Energy relative to the best compared isomer or geometry (same formula, charge and spin) ... 0.0 kcal/mol
Orbital gap ... 9.35 eV
E ... -97805.94637 eV
Spin multiplicity ... 1
Largest force on an atom ... 1.241 eV/Å
Structure (SMILES) ... O=C(NCCc1ccccn1)c1nc(Cn2cc(Br)cn2)no1

# C7H16FN2O

2 unconnected molecules or ions with the total composition C7H16FN2O in a non-equilibrium geometry (wB97M-V/def2-TZVPD, the Open Molecules 2025 dataset).

Element x y z (Å)
C  -1.92333  -1.79644  -0.48333
C  -1.09563  -0.70437  -1.07183
C  -2.84958  -1.06086  0.50417
C  -1.19569  0.43846  -0.09294
C  2.68470  -0.19854  -1.43747
C  2.24755  0.16404  0.93569
C  -0.31277  2.48885  0.71554
N  -1.97383  0.05210  0.85892
N  1.87039  -0.58219  -0.31580
O  -0.35973  1.40348  -0.20443
F  -2.22104  0.92911  1.88054
H  -2.49622  -2.26552  -1.19559
H  -1.32780  -2.46917  0.11087
H  -0.00865  -0.85553  -0.97892
H  -1.35737  -0.24150  -2.14702
H  -3.86186  -0.80509  0.04979
H  -3.03948  -1.64865  1.38896
H  3.10109  -1.06706  -1.97533
H  2.19752  0.40720  -2.01449
H  3.53088  0.36385  -1.06794
H  1.38303  -0.07269  1.51589
H  3.22662  -0.21634  1.36170
H  2.37505  1.20414  0.73038
H  0.15611  2.01423  1.70617
H  -1.29052  2.75644  0.97635
H  0.38280  3.24142  0.32349
H  2.15780  -1.47939  -0.07336

Values from the calculation:
Energy relative to the best compared isomer or geometry (same formula, charge and spin) ... 43.3 kcal/mol
Orbital gap ... 9.22 eV
Charge ... +1
E ... -15252.70197 eV
Spin multiplicity ... 1
Largest force on an atom ... 5.874 eV/Å

# C5H10O3Sn

A molecular structure, C5H10O3Sn in a non-equilibrium geometry (wB97M-V/def2-TZVPD, the Open Molecules 2025 dataset).

Element x y z (Å)
O  -1.39578  -1.33802  -0.15232
C  -2.65431  -0.82376  -0.48708
C  -2.53173  0.27963  -1.55249
O  -1.61496  1.27294  -1.20922
C  0.40410  -1.13983  1.18546
C  1.72965  -0.55879  1.11428
O  1.64755  0.61590  0.30110
C  2.81420  1.41715  0.22624
Sn  -0.32438  0.44669  -0.13807
H  -3.18689  -0.42206  0.40078
H  -3.29650  -1.62890  -0.89435
H  -3.54662  0.69500  -1.72872
H  -2.21580  -0.21550  -2.49887
H  0.32778  -1.94751  1.92646
H  2.50890  -1.25396  0.74340
H  2.62239  2.20224  -0.51077
H  3.01737  1.87277  1.20621
H  3.67578  0.80961  -0.08497
H  2.01925  -0.28361  2.15292

Values from the calculation:
Energy relative to the best compared isomer or geometry (same formula, charge and spin) ... 104.9 kcal/mol
Orbital gap (spin up / spin down) ... 5.39 / 5.39 eV
E ... -17312.81016 eV
Spin multiplicity ... 1
Largest force on an atom ... 6.272 eV/Å

# C4H9O2

2 unconnected molecules or ions with the total composition C4H9O2 in a non-equilibrium geometry (wB97M-V/def2-TZVPD, the Open Molecules 2025 dataset).

Element x y z (Å)
C  -0.11686  -2.35354  2.81612
C  0.84807  -2.15870  1.65508
H  0.33698  -2.48182  3.81152
H  -0.79582  -1.51012  2.97717
H  -0.73241  -3.26823  2.76434
H  1.06373  -1.13720  1.34503
H  0.55753  -2.75422  0.78613
H  1.82685  -2.58085  1.94085
C  -0.70825  1.72065  -0.09440
C  -0.13815  1.28312  -1.45397
O  -0.98646  0.83844  -2.26064
O  1.08014  1.48811  -1.66352
H  0.00022  1.62372  0.72638
H  -1.69171  1.32476  0.13511
H  -0.79719  2.82008  -0.19017

Values from the calculation:
Energy relative to the best compared isomer or geometry (same formula, charge and spin) ... 3.3 kcal/mol
Orbital gap (spin up / spin down) ... 2.86 / 8.20 eV
Charge ... -2
E ... -8386.22266 eV
Spin multiplicity ... 2
Largest force on an atom ... 1.288 eV/Å
<S²> ... 0.75

# C24H39N2O6PtS4Si

A molecular structure, C24H39N2O6PtS4Si in a non-equilibrium geometry (wB97M-V/def2-TZVPD, the Open Molecules 2025 dataset).

Element x y z (Å)
Pt  1.78365  -0.98798  0.84049
C  4.42835  -4.54828  1.67229
C  3.48325  -3.40968  1.99979
O  2.61845  -3.08598  1.14439
C  3.64365  -2.81778  3.25599
C  2.96075  -1.70198  3.73469
C  3.24215  -1.22388  5.13699
N  2.08515  -1.01228  3.01769
N  1.52165  0.03512  3.64959
C  1.03885  0.98012  2.87649
O  1.18105  1.03282  1.61909
C  0.34935  2.09192  3.56379
C  0.64795  2.42422  4.88229
C  0.02415  3.50452  5.47739
C  -0.89965  4.25562  4.76679
C  -1.19525  3.92712  3.45359
C  -0.57695  2.84822  2.85209
H  4.38265  -4.77398  0.61169
H  4.14325  -5.43118  2.24089
H  5.44445  -4.27268  1.94309
H  4.39305  -3.24628  3.90249
H  3.94125  -1.87798  5.65029
H  2.30445  -1.18138  5.68939
H  3.64385  -0.21218  5.10969
H  1.37365  1.82772  5.41559
H  0.26545  3.76622  6.49849
H  -1.37915  5.10532  5.23229
H  -1.91025  4.51762  2.90089
H  -0.79415  2.56682  1.83199
S  3.63815  -3.16128  -1.45971
S  3.73115  -4.06198  -3.41461
S  3.73335  -2.79398  -4.89041
S  2.38755  -1.54848  -1.44541
C  0.29875  3.08732  -2.07191
C  -1.15735  2.82252  -1.69371
C  -1.60815  3.85462  -0.65071
C  -2.06345  2.88552  -2.93121
O  -1.28555  1.54552  -1.10741
Si  -0.60665  0.13562  -1.61681
O  0.85665  -0.08608  -1.04601
O  -1.63365  -1.08368  -1.21491
C  -2.51485  -1.19618  -0.12701
C  -3.73905  -0.31858  -0.41791
C  -2.93015  -2.67198  -0.03691
C  -1.83475  -0.76768  1.17399
O  -0.58285  0.20832  -3.25401
C  -0.75925  -0.78208  -4.24111
C  -2.25395  -0.87778  -4.57881
C  0.04435  -0.33568  -5.46671
C  -0.24895  -2.14398  -3.78151
H  0.43895  4.11242  -2.40991
H  0.58915  2.39562  -2.85471
H  0.92835  2.89482  -1.20631
H  -1.66075  4.84612  -1.09431
H  -0.89275  3.88192  0.16689
H  -2.59095  3.59722  -0.26161
H  -1.94715  3.83732  -3.44601
H  -3.10615  2.75912  -2.64051
H  -1.78215  2.06932  -3.58961
H  -4.18575  -0.63258  -1.36001
H  -3.40275  0.70812  -0.52661
H  -4.47525  -0.39438  0.37889
H  -3.31195  -3.01248  -0.99761
H  -3.70585  -2.79348  0.71599
H  -2.07615  -3.29018  0.23159
H  -1.59235  0.28862  1.12019
H  -0.89415  -1.32038  1.30029
H  -2.48455  -0.95718  2.02639
H  -2.64325  0.08732  -4.89941
H  -2.79405  -1.18808  -3.68891
H  -2.41395  -1.60278  -5.37411
H  -0.33435  0.60762  -5.85271
H  -0.00735  -1.09368  -6.24311
H  1.08435  -0.20298  -5.18371
H  -0.75785  -2.44188  -2.87091
H  0.81655  -2.08028  -3.57921
H  -0.41405  -2.88508  -4.55861

Values from the calculation:
Orbital gap (spin up / spin down) ... 6.60 / 4.19 eV
Charge ... -1
E ... -95256.33949 eV
Spin multiplicity ... 5
Largest force on an atom ... 1.959 eV/Å
<S²> ... 6.02

# C9H27FNO8P2

3 unconnected molecules or ions with the total composition C9H27FNO8P2 in a non-equilibrium geometry (wB97M-V/def2-TZVPD, the Open Molecules 2025 dataset).

Element x y z (Å)
C  -3.91531  3.12362  -1.18245
C  -2.66067  3.22528  -0.08141
F  -3.05502  2.65902  1.22960
C  -1.98007  4.71491  -0.01205
N  -2.40000  5.55783  1.17457
H  -4.91896  2.76571  -0.66219
H  -4.04840  4.15958  -1.75150
H  -3.66815  2.28598  -1.99324
H  -1.82193  2.49563  -0.51526
H  -2.16864  5.27192  -1.03440
H  -0.80622  4.53709  0.11314
H  -2.13534  6.55956  0.92966
H  -3.43497  5.57534  1.35560
H  -1.84858  5.35125  2.06126
C  -1.93832  -3.59144  -3.35820
O  -2.04891  -2.26593  -3.84462
P  -1.95792  -1.06869  -2.59916
O  -2.51771  -0.02034  -3.56470
O  -0.30694  -1.08753  -2.72372
C  0.31596  -1.10305  -3.99520
O  -1.86682  0.12862  -1.35364
C  -0.85957  -0.00885  -0.37191
H  -1.81925  -4.26801  -4.20766
H  -1.07160  -3.68934  -2.70355
H  -2.84600  -3.85547  -2.81060
H  -0.30241  -0.63878  -4.76896
H  0.54933  -2.13757  -4.27750
H  1.25979  -0.55301  -3.92565
H  0.09001  0.38716  -0.75273
H  -0.74348  -1.05581  -0.07863
H  -1.14319  0.57612  0.50416
C  3.61503  0.05775  3.97113
O  2.53697  -0.47129  3.22033
P  3.04507  -1.42330  1.86817
O  1.63330  -1.34393  1.28057
O  3.14234  -2.74754  2.85738
C  2.12261  -3.01212  3.80346
O  3.55321  -2.37544  0.51599
C  4.58980  -3.31486  0.71661
H  3.22200  0.48295  4.89754
H  4.33245  -0.72574  4.21771
H  4.10976  0.84290  3.39471
H  1.15360  -2.60713  3.49742
H  2.40817  -2.59555  4.77778
H  2.02779  -4.09671  3.91686
H  4.18040  -4.23670  1.14804
H  5.36598  -2.90351  1.36771
H  5.03082  -3.56055  -0.25049

Values from the calculation:
Orbital gap ... 6.93 eV
Charge ... +1
E ... -48922.58850 eV
Spin multiplicity ... 1
Largest force on an atom ... 10.348 eV/Å